(1)
{
  "formula": "C5H5NO",
  "method": "ωB97M-V/def2-TZVPD",
  "species": ["C", "C", "C", "C", "N", "C", "O", "H", "H", "H", "H", "H"],
  "positions_angstrom": [[1.383980, 0.144941, 1.067645], [0.343957, -0.158582, 0.043828], [-0.124927, 0.767176, -0.903613], [-1.472476, 0.311423, -1.227180], [-1.856481, -0.735646, -0.594355], [-0.726114, -1.177599, 0.183388], [-0.633225, -2.195887, 0.799929], [2.277650, -0.457757, 0.949724], [1.731621, 1.201369, 1.122252], [0.928426, -0.081663, 2.051671], [0.318853, 1.563056, -1.547708], [-2.171265, 0.819170, -1.945580]],
  "forces_ev_per_a": [[0.4, -0.1, 0.6], [0.0, 4.6, -1.6], [1.5, -1.7, 0.5], [-1.4, -0.5, -0.5], [-0.7, -0.5, -0.5], [-0.2, 0.4, -0.1], [-0.3, -0.1, 0.0], [0.1, -0.3, 0.2], [-0.5, -0.7, -0.5], [0.4, 0.0, -0.4], [0.0, -0.5, 1.4], [0.8, -0.5, 0.8]],
  "mulliken_charge": [-1.01, 0.65, -0.45, -0.02, -0.55, 0.22, -0.45, 0.27, 0.33, 0.30, 0.33, 0.38],
  "homo_lumo_gap_ev": 8.32,
  "e_above_lowest_kcal_mol": 36.2,
  "homo_ha": -0.354,
  "smiles": "CC1=CC=NC1=O"
}

***

(2)
{
  "formula": "C2H32F6LiNO20S2",
  "method": "ωB97M-V/def2-TZVPD",
  "species": ["Li", "C", "F", "F", "F", "S", "O", "O", "N", "S", "O", "O", "C", "F", "F", "F", "O", "H", "H", "O", "H", "H", "O", "H", "H", "O", "H", "H", "O", "H", "H", "O", "H", "H", "O", "H", "H", "O", "H", "H", "O", "H", "H", "O", "H", "H", "O", "H", "H", "O", "H", "H", "O", "H", "H", "O", "H", "H", "O", "H", "H", "O", "H", "H"],
  "positions_angstrom": [[0.330088, 2.650948, 0.614177], [0.242143, -0.293147, 3.232559], [0.906392, -1.234246, 2.620738], [-0.359947, -0.753410, 4.306632], [1.033731, 0.691040, 3.595569], [-1.110223, 0.313136, 2.071448], [-2.106975, -0.717314, 1.990391], [-1.558459, 1.598111, 2.597056], [-0.106779, 0.713104, 0.657242], [-0.443489, -0.349305, -0.485309], [-0.013523, -1.696336, -0.156222], [-1.749032, -0.181982, -1.065546], [0.766483, 0.227412, -1.857758], [0.630184, 1.550686, -2.015745], [1.999989, -0.098034, -1.562148], [0.412371, -0.343260, -2.993586], [-1.044763, -3.970989, -2.302683], [-0.694911, -3.593643, -1.489936], [-0.919382, -3.276013, -2.965101], [2.901388, -2.362089, -4.413068], [3.344903, -2.603218, -3.594548], [1.945830, -2.359029, -4.201583], [-1.128307, -0.765449, -6.191763], [-0.911337, -0.604916, -7.117722], [-0.622481, -0.100049, -5.704052], [4.236902, -1.010223, 2.733313], [3.686420, -1.720447, 2.380423], [4.996925, -0.976526, 2.143263], [4.846757, -0.024932, -4.296249], [4.936317, 0.923457, -4.432588], [5.113439, -0.141058, -3.370555], [0.088743, 3.613407, 2.657143], [-0.601609, 2.929575, 2.772979], [-0.392858, 4.447705, 2.639979], [-4.505844, 0.855825, -2.663856], [-4.201119, 0.028638, -3.053785], [-3.703661, 1.282301, -2.351454], [-1.542921, 2.998603, -0.043104], [-1.954499, 3.792915, -0.405915], [-2.042394, 2.261297, -0.425943], [2.728345, 0.535499, 1.015214], [2.892727, 0.330972, 1.945988], [1.773536, 0.403246, 0.892970], [5.683190, 0.289325, -1.375761], [6.397953, -0.051091, -0.830557], [4.881166, 0.120391, -0.862723], [-3.246746, 4.348019, 2.903501], [-2.657452, 3.692546, 3.292691], [-2.739966, 5.167612, 2.885930], [-5.045048, -1.763084, 1.335519], [-4.463139, -2.128820, 0.660148], [-4.703100, -2.117822, 2.162408], [-4.406465, 1.037222, 3.334574], [-4.737503, 1.255182, 4.212776], [-3.446099, 1.003138, 3.430719], [-2.402855, -3.483794, 1.355914], [-2.048420, -2.629185, 1.078849], [-1.628162, -4.037522, 1.496707], [0.049541, -2.586831, -4.509016], [-0.462620, -1.973477, -5.086108], [0.261796, -3.339531, -5.075010], [2.373047, 1.083628, 6.102446], [1.434396, 1.249423, 5.969690], [2.807364, 1.892410, 5.810444]],
  "forces_ev_per_a": [[-0.4, 0.3, 0.3], [-1.1, 0.3, -0.2], [0.5, -0.6, -0.1], [-0.2, -0.4, 0.4], [0.4, 0.5, -0.3], [0.7, 1.2, -0.8], [1.2, 0.6, -0.5], [0.4, -1.0, -0.1], [-2.0, -1.1, 2.5], [0.7, -1.5, -1.8], [-0.3, 0.9, -0.1], [0.1, 0.4, 0.2], [-1.1, -0.4, 0.6], [0.3, 0.4, 0.2], [0.3, 0.2, 0.0], [-0.1, -0.2, 0.0], [-0.1, 0.0, 0.1], [-0.1, 0.0, 0.1], [0.2, -0.2, -0.1], [-0.6, -0.1, 0.2], [0.0, 0.0, -0.1], [0.5, 0.0, -0.1], [0.1, 0.4, 0.1], [0.0, -0.1, 0.1], [-0.1, 0.0, -0.2], [0.0, -0.2, 0.1], [0.1, 0.0, 0.0], [0.0, 0.0, 0.0], [0.1, 0.2, 0.3], [0.0, 0.0, 0.0], [0.0, 0.0, -0.2], [0.2, 0.0, -0.6], [0.1, 0.1, 0.1], [0.1, 0.0, 0.0], [0.0, 0.1, -0.2], [0.0, 0.0, 0.1], [0.0, -0.1, 0.0], [0.1, 0.3, -0.4], [0.0, -0.1, 0.2], [0.1, 0.0, 0.2], [-0.3, 0.3, -0.1], [0.3, 0.0, -0.1], [0.4, 0.0, 0.1], [-0.3, -0.1, 0.1], [0.1, 0.0, -0.1], [0.0, 0.1, 0.0], [0.3, 0.2, -0.1], [-0.2, -0.1, 0.0], [-0.2, 0.0, 0.1], [-0.1, 0.0, -0.1], [-0.1, -0.1, 0.1], [0.1, 0.0, -0.1], [0.1, 0.0, 0.2], [0.0, 0.0, -0.1], [-0.3, 0.0, 0.0], [0.1, 0.0, 0.0], [0.0, -0.2, 0.1], [-0.1, 0.0, -0.1], [-0.3, 0.2, -0.4], [0.4, -0.6, 0.1], [-0.1, 0.0, 0.1], [0.0, 0.1, 0.0], [0.1, 0.0, 0.1], [0.0, -0.1, 0.0]],
  "mulliken_charge": [0.74, 0.65, -0.15, -0.23, -0.12, 0.63, -0.35, -0.69, -0.23, 0.90, -0.63, -0.58, 0.43, -0.24, -0.15, -0.20, -0.69, 0.33, 0.38, -0.63, 0.30, 0.39, -0.68, 0.32, 0.34, -0.65, 0.33, 0.30, -0.60, 0.29, 0.32, -0.57, 0.43, 0.27, -0.62, 0.31, 0.30, -0.32, 0.21, 0.20, -0.53, 0.29, 0.42, -0.65, 0.30, 0.32, -0.58, 0.29, 0.29, -0.60, 0.30, 0.29, -0.59, 0.28, 0.27, -0.68, 0.32, 0.29, -0.68, 0.37, 0.28, -0.63, 0.30, 0.31],
  "homo_lumo_gap_ev": 9.35,
  "homo_ha": -0.377
}

***

(3)
{
  "formula": "C28H39MoN12O6S",
  "method": "ωB97M-V/def2-TZVPD",
  "species": ["Mo", "O", "C", "O", "C", "C", "C", "C", "C", "N", "C", "O", "O", "H", "H", "H", "H", "H", "O", "N", "C", "C", "C", "C", "C", "S", "H", "H", "H", "H", "N", "N", "N", "C", "N", "N", "H", "H", "H", "C", "N", "C", "C", "N", "N", "C", "C", "H", "H", "H", "H", "H", "H", "H", "H", "H", "H", "H", "H", "H", "C", "C", "N", "C", "C", "C", "O", "C", "C", "C", "C", "N", "C", "H", "H", "H", "H", "H", "H", "H", "H", "H", "H", "H", "H", "H", "H"],
  "positions_angstrom": [[0.619114, -0.330030, 0.874018], [-1.109775, 4.181113, -0.573459], [-0.725101, 2.959984, -0.185666], [-1.189969, 1.954341, -0.652957], [0.375530, 3.005256, 0.840133], [0.661825, 4.195238, 1.441835], [1.777336, 4.310236, 2.316089], [2.614663, 3.250106, 2.419347], [2.303538, 2.048516, 1.740922], [1.110956, 1.867767, 1.055118], [3.130882, 0.921830, 1.686330], [4.370337, 0.848693, 2.144110], [2.700921, -0.144276, 1.130396], [-1.764243, 4.058137, -1.280719], [0.058523, 5.057903, 1.205899], [1.978277, 5.237605, 2.835604], [3.505685, 3.313155, 3.034190], [4.699500, 1.712966, 2.424266], [-1.145188, 0.441732, 1.517848], [-2.367070, 0.170767, 1.026615], [-3.338529, 1.075120, 1.250330], [-4.608911, 0.815090, 0.821765], [-4.864397, -0.383819, 0.152911], [-3.844442, -1.285265, -0.057860], [-2.558894, -0.993502, 0.395911], [-1.168444, -1.996210, 0.210049], [-3.032991, 1.969973, 1.769389], [-5.386438, 1.541008, 1.005278], [-5.861196, -0.601985, -0.206642], [-4.005908, -2.222342, -0.572308], [4.169415, -4.195585, -0.527220], [3.006755, -3.677482, -0.029729], [2.215813, -4.390900, 0.751325], [1.291105, -3.497619, 1.049297], [1.534474, -2.313286, 0.459070], [2.668551, -2.461082, -0.230674], [4.083723, -5.197479, -0.619870], [4.455606, -3.693036, -1.353963], [0.425899, -3.716268, 1.649009], [1.036981, -1.757096, 6.395292], [0.435924, -1.919167, 5.072098], [0.463985, -3.270992, 4.541614], [0.294324, -0.848151, 4.231763], [0.736078, -0.940998, 2.978317], [-0.298711, 0.233994, 4.752270], [-0.236219, 1.550430, 4.136299], [-1.197743, 0.137316, 5.906315], [1.974795, -2.314309, 6.436262], [0.379260, -2.127508, 7.182455], [1.262799, -0.711829, 6.583791], [0.067289, -3.950670, 5.295168], [1.479301, -3.607977, 4.293373], [-0.175971, -3.336126, 3.663906], [1.363581, -1.736116, 2.952687], [0.681355, 1.649210, 3.575335], [-0.244185, 2.301130, 4.924839], [-1.079120, 1.719331, 3.471218], [-1.610780, -0.864481, 5.983851], [-2.016629, 0.839058, 5.756399], [-0.696386, 0.393627, 6.838903], [-2.127457, 1.661098, -7.217553], [-2.483192, 0.472893, -6.338991], [-1.360278, 0.041589, -5.491926], [-0.688995, -1.214486, -5.838980], [-0.010317, -1.164342, -7.198079], [-1.161363, 0.724358, -4.346219], [-1.871995, 1.642445, -3.964572], [0.050135, 0.398893, -3.501830], [1.339440, 0.577189, -3.971647], [2.399037, 0.468245, -3.085200], [2.136881, 0.194715, -1.763098], [0.884438, 0.005294, -1.295055], [-0.132165, 0.106144, -2.164100], [-2.989844, 1.959303, -7.814468], [-1.308662, 1.421124, -7.897278], [-1.833656, 2.510853, -6.600689], [-2.778624, -0.387133, -6.939743], [-3.315362, 0.729855, -5.687102], [-1.429374, -2.018633, -5.819977], [0.041968, -1.442388, -5.066698], [-0.722626, -0.952144, -7.996045], [0.449562, -2.129437, -7.415687], [0.768237, -0.398365, -7.225110], [1.512339, 0.806490, -5.017516], [3.421092, 0.608102, -3.407856], [2.933894, 0.141939, -1.038769], [-1.129981, -0.038638, -1.783914]],
  "forces_ev_per_a": [[-0.5, 0.1, 0.3], [0.0, -0.2, 0.1], [0.2, 0.2, 0.0], [-0.1, 0.1, 0.0], [-0.1, -0.2, -0.1], [0.1, 0.2, 0.0], [-0.1, 0.1, -0.1], [0.1, 0.0, 0.1], [-0.1, -0.1, 0.0], [-0.2, 0.0, 0.0], [0.0, 0.0, 0.0], [0.1, 0.1, 0.1], [-0.3, -0.3, -0.1], [0.0, 0.0, 0.0], [0.0, 0.0, 0.0], [0.0, 0.0, 0.0], [0.0, 0.0, 0.0], [0.0, 0.0, 0.0], [-0.1, 0.1, 0.0], [0.3, 0.1, 0.2], [0.0, 0.0, 0.0], [-0.1, 0.0, 0.0], [0.0, -0.1, 0.0], [-0.1, 0.0, 0.0], [0.1, -0.1, 0.0], [0.1, 0.4, -0.1], [0.0, 0.0, 0.0], [0.0, 0.0, 0.0], [0.0, 0.0, 0.0], [0.0, 0.0, 0.0], [0.1, 0.1, 0.4], [0.1, -0.4, -0.1], [0.1, 0.3, -0.1], [-0.1, 0.0, -0.2], [0.4, -0.4, 0.3], [-0.5, 0.3, 0.0], [0.0, -0.1, -0.1], [0.0, -0.1, -0.1], [0.0, 0.0, 0.0], [-0.1, 0.0, 0.0], [0.0, 0.0, 0.0], [0.1, 0.0, 0.0], [0.0, -0.2, -0.1], [0.1, 0.1, -0.1], [-0.2, 0.1, 0.0], [0.1, -0.1, 0.2], [0.0, 0.0, -0.1], [0.0, 0.0, 0.0], [0.0, 0.0, 0.0], [0.0, 0.0, 0.0], [0.0, 0.0, 0.0], [0.0, 0.0, 0.0], [0.0, 0.0, 0.0], [0.2, 0.1, 0.1], [0.1, 0.0, -0.1], [0.0, 0.0, 0.0], [0.0, 0.0, 0.0], [0.0, 0.0, 0.0], [0.0, 0.0, 0.0], [0.0, 0.0, 0.0], [0.0, 0.0, 0.0], [0.1, 0.0, 0.0], [0.0, -0.1, 0.1], [0.0, 0.2, 0.0], [0.1, 0.0, 0.0], [0.0, -0.1, -0.1], [-0.1, 0.0, 0.0], [0.0, 0.1, -0.1], [0.1, 0.0, -0.1], [0.0, 0.0, -0.1], [-0.2, 0.1, 0.1], [0.3, 0.0, -0.2], [0.0, -0.2, 0.1], [0.0, 0.0, 0.0], [0.0, 0.0, 0.0], [0.0, 0.0, 0.0], [0.0, 0.0, 0.0], [0.0, 0.0, 0.0], [0.0, 0.0, 0.0], [0.0, 0.0, 0.0], [0.0, 0.0, 0.0], [0.0, 0.0, 0.0], [0.0, 0.0, 0.0], [0.0, 0.0, 0.0], [0.0, 0.0, 0.0], [0.0, -0.1, 0.0], [0.1, 0.0, 0.0]],
  "lowdin_spin": [1.78, 0.01, 0.01, 0.01, 0.05, 0.08, 0.08, 0.04, 0.15, 0.24, 0.19, 0.07, 0.11, 0.00, 0.00, 0.00, 0.00, 0.00, 0.05, 0.01, 0.00, 0.00, 0.00, 0.00, 0.00, 0.00, 0.00, 0.00, 0.00, 0.00, 0.00, 0.01, 0.00, 0.01, -0.01, 0.00, 0.00, 0.00, 0.00, 0.00, 0.00, 0.00, 0.01, 0.02, 0.01, 0.00, 0.00, 0.00, 0.00, 0.00, 0.00, 0.00, 0.00, 0.00, 0.00, 0.00, 0.00, 0.00, 0.00, 0.00, 0.00, 0.00, 0.00, 0.00, 0.00, 0.00, 0.00, 0.00, 0.01, 0.00, 0.01, 0.01, 0.01, 0.00, 0.00, 0.00, 0.00, 0.00, 0.00, 0.00, 0.00, 0.00, 0.00, 0.00, 0.00, 0.00, 0.00],
  "charge": 2,
  "homo_lumo_gap_ev": [6.10, 7.29],
  "spin_multiplicity": 4,
  "homo_ha": [-0.420, -0.491],
  "s_squared": 3.78
}

***

| no. | electronic energy (hartree) |
| --- | --- |
| 1 | -323.461920 |
| 2 | -3058.074846 |
| 3 | -2664.796437 |